Record 1
# C6H4AlF6N2O6S3

C6H4AlF6N2O6S3 as an isolated structure at a distorted geometry (ωB97M-V with the def2-TZVPD basis set, the OMol25 dataset).

Structure (XYZ):
```
28
C6H4AlF6N2O6S3 ωB97M-V with the def2-TZVPD basis set
Al 0.6384 -0.0030 -0.6239
F 0.3885 2.3152 2.2755
C 1.4988 2.8913 1.8272
F 1.2361 4.1717 1.5588
F 2.4016 2.8534 2.8181
S 2.2005 2.0237 0.3282
O 1.8266 0.5751 0.6382
O 3.6096 2.2437 0.4667
N 1.4188 2.6011 -0.8353
S -1.4560 2.0614 -1.0520
O -0.7934 0.9305 -0.1610
O -2.3779 1.4555 -2.0008
C -2.6846 2.5790 0.3607
F -2.7766 3.9343 0.3263
F -2.2852 2.2504 1.5966
F -3.9256 2.1042 0.2034
S 1.3613 1.5061 -2.2108
O -2.4816 -2.5359 -0.2273
C -1.3045 -2.7205 -0.3602
C -0.6318 -4.1078 -0.4266
C 0.8659 -3.8145 -0.5308
C 0.8746 -2.3178 -0.6758
O 1.8476 -1.5778 -0.9369
N -0.3158 -1.7529 -0.5080
H -1.0146 -4.6318 -1.3017
H -0.9087 -4.6757 0.4595
H 1.3676 -4.2789 -1.3783
H 1.4203 -4.0799 0.3701
```

## Properties
E_HOMO: -4.94 eV
net charge: -1

Atomic partial charges in e from the natural (NBO) method, atoms 1 to 6: number 1, Al, carries 1.782; number 2, F, carries -0.307; number 3, C, carries 0.738; number 4, F, carries -0.314; number 5, F, carries -0.324; number 6, S, carries 2.196



Record 2
# C2H5ORb

C2H5ORb as an isolated structure at a distorted geometry (ωB97M-V with the def2-TZVPD basis set, the OMol25 dataset).

Structure (XYZ):
```
9
C2H5ORb ωB97M-V with the def2-TZVPD basis set
Rb 1.6265 3.1804 -1.1313
C -0.8704 -0.1785 0.4079
C 0.4588 -0.6441 -0.1429
O 1.2200 0.3319 -0.7306
H -0.7992 0.6986 1.0667
H -1.3835 -0.9504 0.9895
H -1.5582 0.1875 -0.3699
H 0.3017 -1.5188 -0.7994
H 1.0043 -1.1064 0.7100
```

## Properties
E_HOMO: -6.11 eV

Atomic partial charges in e from the Löwdin method, atoms 1 to 6: number 1, Rb, carries 0.913; number 2, C, carries -0.148; number 3, C, carries -0.578; number 4, O, carries -0.514; number 5, H, carries 0.051; number 6, H, carries 0.057



Record 3
# C4H6OS

A single C4H6OS molecule at a distorted geometry (ωB97M-V with the def2-TZVPD basis set, the OMol25 dataset).

Structure (XYZ):
```
12
C4H6OS ωB97M-V with the def2-TZVPD basis set
C -1.6880 -1.2109 0.0812
C -1.0564 0.1645 0.0672
O -1.7869 1.0812 -0.1463
C 0.5058 0.3592 0.0196
C 1.1168 1.6712 0.0889
S 1.4442 -0.9982 -0.0533
H -1.0703 -2.1480 0.0481
H -2.3333 -1.2486 0.9571
H -2.4074 -1.1888 -0.7374
H 1.0701 2.0782 -0.9179
H 2.1156 1.6392 0.3867
H 0.5446 2.2853 0.7441
```

## Properties
E_HOMO: -8.91 eV

Atomic partial charges in e from the natural (NBO) method, atoms 1 to 6: number 1, C, carries -0.733; number 2, C, carries 0.532; number 3, O, carries -0.512; number 4, C, carries -0.124; number 5, C, carries -0.691; number 6, S, carries 0.065



Record 4
# C4H5NO

A 2-piece molecular cluster, C4H5NO overall (ωB97M-V with the def2-TZVPD basis set, the OMol25 dataset).

Structure (XYZ):
```
11
C4H5NO ωB97M-V with the def2-TZVPD basis set
C 0.9827 -0.0100 1.1600
C 0.2782 0.4055 0.1024
C -0.4777 -0.5052 -0.7873
O -0.9889 0.3598 -1.6687
C -0.5834 1.6661 -1.3387
N 0.1560 1.7604 -0.3187
H -0.4257 -3.2484 1.0942
H 1.5298 0.6872 1.7874
H 1.0099 -1.0682 1.4000
H -0.5341 -2.7465 0.5507
H -0.9454 2.4495 -1.9922
```

## Properties
E_HOMO: -9.36 eV

Atomic partial charges in e from the natural (NBO) method, atoms 1 to 6: number 1, C, carries -0.191; number 2, C, carries -0.119; number 3, C, carries 0.243; number 4, O, carries -0.474; number 5, C, carries 0.352; number 6, N, carries -0.436



Number 1: frontier orbital gap 7.40 eV. Number 2: frontier orbital gap 5.16 eV. Number 3: frontier orbital gap 7.84 eV. Number 4: frontier orbital gap 8.45 eV.